[1]
This record from OMol25 describes one molecule with the formula C4H4OS at a distorted geometry. The level of theory is ωB97M-V with the def2-TZVPD basis set.

Geometry (Å):
C: 0.0364 -0.6089 -0.1921
C: 0.9778 0.2307 -0.8961
C: -0.4806 -0.5796 1.0136
C: 1.5421 0.7922 -1.7928
O: 0.7948 1.6913 1.5650
S: 0.1230 0.6208 2.2808
H: -0.3632 -1.4904 -0.9160
H: -1.2565 1.2391 2.8062
H: -1.1337 -1.3871 1.3134
H: 2.4176 1.3251 -2.0506

Computed properties:
E_LUMO ... 0.12 eV
Relative energy (zero: lowest compared OMol25 entry of this formula, charge and spin) ... 455.1 kJ/mol
HOMO-LUMO gap ... 0.34027 Eh
HOMO energy ... -9.1 eV

Computed Löwdin charges, given in elementary charges:
1. C -0.205
2. C -0.151
3. C -0.317
4. C 0.113
5. O -0.582
6. S 0.825
7. H 0.166
8. H 0.048
9. H 0.070
10. H 0.033

=====

[2]
This record from OMol25 describes C18H38OP2W as an isolated structure at a distorted geometry. The level of theory is ωB97M-V with the def2-TZVPD basis set.

Geometry (Å):
P: 0.0576 -1.9853 -2.1721
P: 0.1757 1.6242 -2.2128
C: -0.2760 -0.8309 -3.6040
C: 0.4774 0.5034 -3.6496
H: -1.3798 -0.7314 -3.6616
H: 0.0570 -1.4188 -4.4806
H: 1.5748 0.3885 -3.7311
H: 0.1126 1.0604 -4.5231
C: -1.4491 2.3019 -2.7532
H: -1.8201 3.0103 -1.9982
H: -2.1994 1.5154 -2.9322
H: -1.2703 2.8321 -3.6944
C: 1.4252 2.8625 -2.5859
H: 1.1097 3.3965 -3.4841
H: 2.3825 2.3747 -2.7699
H: 1.4905 3.5464 -1.7431
C: -1.0664 -3.2685 -2.6766
H: -1.1000 -4.0830 -1.9571
H: -0.7120 -3.6519 -3.6401
H: -2.0678 -2.8535 -2.8262
C: 1.7263 -2.5183 -2.6700
H: 2.4232 -1.6687 -2.7399
H: 1.6022 -2.9738 -3.6544
H: 2.1020 -3.2720 -1.9645
W: 0.4013 -0.7673 1.7748
C: 0.5232 2.0290 0.4487
C: -0.7699 1.6612 0.8505
C: -1.6693 0.6797 0.1340
C: -1.9636 -0.8616 0.4460
C: -0.8754 -1.9174 0.3974
C: 0.4466 -1.8076 -0.3662
C: 1.1998 -0.4011 -0.2870
C: 1.5811 0.9504 0.6884
C: 0.9124 -2.2446 3.1502
H: 0.8221 3.0857 0.3264
H: -1.2828 2.1851 1.6613
H: -1.3908 0.6607 -0.9472
H: -2.6585 1.1785 0.1594
H: -2.5388 -0.8986 1.3975
H: -2.7391 -1.1758 -0.3019
H: -1.2311 -2.9545 0.4174
H: 1.1162 -2.6980 -0.2492
H: 0.6369 0.2249 -1.0654
H: 2.1800 -0.5702 -0.7542
H: 1.7669 0.5818 1.7447
H: 2.5898 1.2442 0.3811
H: 1.8356 -1.8959 3.6191
H: 0.9935 -3.2150 2.6665
H: 0.0401 -2.1583 3.8170
C: -1.5058 0.8047 4.5106
C: -0.1025 1.2571 4.1508
C: 0.7213 1.5343 5.4099
O: 0.5493 0.2720 3.3720
H: -1.4619 -0.1985 4.9512
H: -2.1663 0.7951 3.6322
H: -1.9464 1.4880 5.2441
H: -0.1656 2.1971 3.5791
H: 0.9351 0.5768 5.8976
H: 1.6609 2.0259 5.1503
H: 0.1795 2.1720 6.1173

Computed properties:
Multiplicity ... 3
E_LUMO (spin up / spin down) ... -7.18 / -7.15 eV
Total charge ... +2
HOMO-LUMO gap (spin up / spin down) ... 0.23917 / 0.24969 Eh
HOMO energy (spin up / spin down) ... -13.7 / -13.9 eV
Expectation value of S² ... 2.03

Computed Löwdin charges, given in elementary charges:
1. P 0.975
2. P 0.875
3. C -0.290
4. C -0.359
5. H 0.100
6. H 0.114
7. H 0.092
8. H 0.102
9. C -0.211
10. H 0.064
11. H 0.059
12. H 0.058
13. C -0.215
14. H 0.066
15. H 0.062
16. H 0.042
17. C -0.158
18. H 0.076
19. H 0.086
20. H 0.079
21. C -0.163
22. H 0.071
23. H 0.072
24. H 0.077
25. W 1.560
26. C -0.145
27. C -0.142
28. C -0.208
29. C -0.227
30. C -0.344
31. C -0.452
32. C -0.302
33. C -0.163
34. C -0.198
35. H 0.122
36. H 0.112
37. H 0.033
38. H 0.136
39. H 0.117
40. H 0.123
41. H 0.117
42. H 0.128
43. H -0.038
44. H 0.116
45. H 0.075
46. H 0.140
47. H 0.036
48. H 0.017
49. H 0.037
50. C -0.044
51. C -0.512
52. C -0.031
53. O -0.394
54. H 0.092
55. H 0.068
56. H 0.098
57. H 0.125
58. H 0.094
59. H 0.085
60. H 0.095

=====

[3]
This record from OMol25 describes an isolated ion of composition C2H2BrO3S and charge -1 at a distorted geometry. The level of theory is ωB97M-V with the def2-TZVPD basis set.

Geometry (Å):
O: -0.6375 1.6241 -0.4153
S: -1.1659 0.4964 0.3439
O: -1.3020 0.7689 1.7678
O: -2.3036 -0.2283 -0.1851
C: 0.2235 -0.7245 0.3325
C: 1.1008 -0.1789 -0.5406
Br: 2.8304 -0.8525 -1.0660
H: 0.2980 -1.6852 0.6552
H: 0.9564 0.7800 -0.8925

Computed properties:
E_LUMO ... 3.07 eV
SMILES ... O=S(=O)([O-])/C=C/Br
Relative energy (zero: lowest compared OMol25 entry of this formula, charge and spin) ... 89.4 kJ/mol
Total charge ... -1
HOMO-LUMO gap ... 0.30878 Eh
HOMO energy ... -5.3 eV

Computed Löwdin charges, given in elementary charges:
1. O -0.389
2. S 0.383
3. O -0.390
4. O -0.374
5. C -0.173
6. C -0.627
7. Br 0.542
8. H 0.042
9. H -0.014

=====

[4]
This record from OMol25 describes C16H25IN7O5Pt as an isolated structure at a distorted geometry. The level of theory is ωB97M-V with the def2-TZVPD basis set.

Geometry (Å):
Pt: -1.2579 -0.7088 0.3303
C: -3.0755 1.5957 -2.7394
C: -2.6944 0.6476 -1.6585
N: -1.5453 0.7195 -1.0650
O: -0.7606 1.7520 -1.3855
C: -3.6083 -0.4003 -1.1935
C: -4.9672 -0.6454 -1.7508
N: -3.1294 -1.1330 -0.2209
O: -3.7033 -2.1206 0.3174
H: -2.1904 1.9745 -3.2419
H: -3.6098 2.4493 -2.3140
H: -3.7355 1.1064 -3.4519
H: 0.1573 1.7764 -0.9113
H: -5.4458 0.2892 -2.0378
H: -5.5723 -1.1472 -0.9988
H: -4.9265 -1.2926 -2.6301
C: -1.9017 -4.2255 3.3548
N: -0.6147 -3.5288 3.3997
C: 0.4394 -4.1613 4.1933
C: -0.3399 -2.6145 2.4592
N: -1.1672 -2.3303 1.4856
N: 0.8840 -1.9819 2.5367
C: 1.3974 -1.0164 1.6725
N: 2.6793 -0.6797 1.8543
N: 0.6907 -0.4574 0.7616
H: -2.0904 -4.6500 4.3363
H: -1.9011 -5.0274 2.6131
H: -2.7070 -3.5259 3.1399
H: -0.0357 -4.7589 4.9645
H: 1.0568 -3.4316 4.7169
H: 1.0697 -4.8105 3.5828
H: -2.0675 -2.8056 1.4523
H: 1.4540 -2.2021 3.3352
H: 3.3073 -1.2765 2.3643
H: 3.0875 -0.0947 1.1244
H: 1.1753 0.3237 0.2563
I: -3.2026 -0.0313 3.1457
C: -1.8612 0.6887 1.7081
H: -0.9403 1.0055 2.1838
H: -2.3257 1.4918 1.1490
O: 5.1652 1.2848 -2.3043
C: 4.4269 2.3749 -2.5666
C: 4.9158 3.2803 -3.5095
C: 4.1990 4.4185 -3.8102
C: 2.9803 4.6865 -3.1846
C: 2.4924 3.7921 -2.2582
C: 3.1988 2.6288 -1.9339
C: 2.6568 1.6816 -0.9372
O: 3.3036 0.6570 -0.6072
O: 1.5182 1.9184 -0.4087
H: 4.6859 0.7793 -1.6123
H: 5.8614 3.0633 -3.9873
H: 4.5923 5.1133 -4.5413
H: 2.4291 5.5856 -3.4227
H: 1.5528 3.9737 -1.7544

Computed properties:
E_LUMO ... -4.79 eV
Relative energy (zero: lowest compared OMol25 entry of this formula, charge and spin) ... 0.0 kJ/mol
Total charge ... +1
HOMO-LUMO gap ... 0.19274 Eh
HOMO energy ... -10.0 eV

Computed Löwdin charges, given in elementary charges:
1. Pt 1.410
2. C 0.021
3. C -0.236
4. N -0.195
5. O -0.009
6. C -0.250
7. C 0.000
8. N -0.313
9. O -0.146
10. H 0.094
11. H 0.115
12. H 0.093
13. H 0.050
14. H 0.088
15. H 0.087
16. H 0.104
17. C -0.009
18. N -0.122
19. C -0.010
20. C -0.390
21. N -0.028
22. N 0.190
23. C -0.443
24. N 0.214
25. N -0.006
26. H 0.100
27. H 0.114
28. H 0.078
29. H 0.099
30. H 0.091
31. H 0.111
32. H 0.042
33. H 0.132
34. H 0.126
35. H 0.091
36. H 0.063
37. I 0.907
38. C -0.720
39. H -0.003
40. H 0.000
41. O 0.076
42. C -0.260
43. C -0.005
44. C -0.069
45. C -0.086
46. C -0.024
47. C -0.073
48. C -0.516
49. O -0.017
50. O -0.079
51. H 0.072
52. H 0.121
53. H 0.108
54. H 0.101
55. H 0.113

=====

[5]
This record from OMol25 describes a 12-piece molecular cluster, H24O12 overall at a distorted geometry. The level of theory is ωB97M-V with the def2-TZVPD basis set.

Geometry (Å):
O: 0.2563 -0.9253 -0.8179
H: 0.1279 0.0019 -1.0165
H: -0.6075 -1.4543 -0.8468
O: -3.8812 -3.0681 -1.2575
H: -3.4728 -2.7371 -0.4854
H: -4.3971 -2.3365 -1.6394
O: 4.1563 -0.9081 -0.7111
H: 4.5319 -0.4394 0.1339
H: 4.4837 -1.7976 -0.7067
O: 2.7701 -4.9352 0.7279
H: 2.8796 -4.0212 0.9140
H: 1.8078 -5.0738 0.8841
O: -1.1224 2.5668 -1.6053
H: -1.1479 1.7070 -2.0415
H: -1.4712 2.4380 -0.7324
O: 0.6053 -0.1772 2.9865
H: -0.0345 -0.6626 3.5074
H: 0.4403 0.7419 3.2380
O: 0.1801 4.5839 1.0183
H: -0.6506 4.8746 0.7320
H: 0.1971 3.6635 0.5595
O: -4.3078 -2.1288 1.0078
H: -3.9550 -1.9448 1.9187
H: -4.7635 -1.3189 0.8159
O: -2.5906 0.2715 -0.0020
H: -2.4614 1.1964 -0.1339
H: -1.6000 -0.0389 0.0953
O: 0.5408 3.8927 -2.5120
H: 0.5953 3.2844 -1.8550
H: -0.0232 4.6261 -2.2083
O: 2.4846 -0.3383 -1.2490
H: 2.0480 -1.0621 -0.9152
H: 2.0349 0.0459 -2.0252
O: 1.9654 0.4354 1.8332
H: 2.5731 -0.1081 1.2954
H: 1.8082 1.1463 1.0928

Computed properties:
E_LUMO ... -0.76 eV
SMILES ... O.O.O.O.O.O.O.O.O.O.O.O
Relative energy (zero: lowest compared OMol25 entry of this formula, charge and spin) ... 875.2 kJ/mol
HOMO-LUMO gap ... 0.30728 Eh
HOMO energy ... -9.1 eV

Computed Löwdin charges, given in elementary charges:
1. O -0.071
2. H 0.020
3. H 0.107
4. O -0.069
5. H -0.046
6. H 0.043
7. O -0.106
8. H 0.115
9. H 0.033
10. O -0.054
11. H -0.003
12. H 0.057
13. O -0.033
14. H 0.070
15. H 0.016
16. O -0.111
17. H 0.036
18. H 0.057
19. O -0.052
20. H -0.008
21. H 0.065
22. O -0.066
23. H 0.086
24. H 0.034
25. O -0.063
26. H -0.020
27. H 0.076
28. O -0.044
29. H -0.067
30. H 0.055
31. O -0.116
32. H -0.015
33. H 0.075
34. O -0.134
35. H 0.031
36. H 0.102

=====

[6]
This record from OMol25 describes C7H10O2 as an isolated structure at a distorted geometry. The level of theory is ωB97M-V with the def2-TZVPD basis set.

Geometry (Å):
C: 1.2608 0.9173 0.0324
C: 1.1977 -0.0293 -1.1542
C: 0.1791 -1.0269 -1.2713
C: -1.1880 -1.5743 -0.7155
C: -1.7969 -0.3592 0.0828
C: -1.4088 0.1861 1.5863
C: -0.0334 0.3578 0.7845
H: 2.6671 0.0043 1.0191
H: 1.4164 1.8846 -0.2890
H: 1.9825 -0.0060 -1.7485
H: 0.3274 -1.6714 -2.1553
H: -1.8120 -1.7011 -1.6066
H: -0.7850 -2.5946 -0.1706
H: -2.9500 -0.2385 0.0235
H: -2.0210 1.1027 1.8797
H: -1.3310 -0.3523 2.5535
H: 0.1697 -0.6973 0.8752
O: 2.6439 0.9064 0.7446
O: -1.0097 0.7736 -0.3011

Computed properties:
E_LUMO ... 0.77 eV
Relative energy (zero: lowest compared OMol25 entry of this formula, charge and spin) ... 708.5 kJ/mol
HOMO-LUMO gap ... 0.34649 Eh
HOMO energy ... -8.7 eV

Computed Löwdin charges, given in elementary charges:
1. C -0.187
2. C -0.006
3. C -0.072
4. C -0.100
5. C -0.276
6. C -0.027
7. C -0.163
8. H 0.043
9. H 0.111
10. H 0.050
11. H 0.091
12. H 0.103
13. H 0.175
14. H 0.156
15. H 0.117
16. H 0.089
17. H 0.098
18. O -0.054
19. O -0.150